A 2-piece molecular cluster, C8H16O4Si overall, computed with ωB97M-V/def2-TZVPD.

Properties
Energy above the lowest of the compared OMol25 structures with the same formula, charge and spin (kcal per mole): 187.2
Highest occupied orbital energy (alpha / beta) (eV): -9.55 / -6.42
Electronic energy (eV): -24617.734
Max |F| (hartree/bohr): 0.0868
Frontier orbital gap (alpha / beta) (eV): 9.505 / 5.171
LUMO energy (alpha / beta) (eV): -0.0403 / -1.2474

The geometry in XYZ format:
```
29
Properties=species:S:1:pos:R:3:forces:R:3:nbo_charge:R:1
C -0.59438 1.03042 -1.46417 1.68 -0.13 0.23 0.41
C -3.06539 0.47993 2.36212 2.78 -1.52 -2.38 0.75
C 0.57722 -2.25796 -1.63071 1.06 1.86 -2.82 -0.63
C 2.34372 0.70727 2.11279 -0.17 -0.64 -0.44 -0.62
C -1.77076 3.03810 -1.83045 -0.22 4.06 -1.84 -0.28
C -3.89213 -1.43354 1.22329 2.39 0.63 -1.57 -0.28
C 1.41985 -1.49164 -0.57989 -1.53 1.95 -1.66 -0.80
C 1.35085 1.40054 1.21034 0.71 2.11 -2.44 -0.84
O -1.23269 0.36962 -2.24631 -0.58 0.36 0.11 -0.61
O -1.96168 0.41238 1.81895 -2.62 0.80 1.83 -0.57
O -0.57467 2.41598 -1.43117 -0.79 -1.04 0.52 -0.54
O -4.06091 -0.35785 2.14413 -0.04 0.82 0.97 -0.51
Si 0.73500 0.33551 -0.28945 0.20 -0.18 0.10 1.14
H -0.42584 -2.09368 -1.35253 -1.44 -0.92 0.70 0.22
H 0.46130 -1.61169 -2.63787 0.99 -1.67 1.83 0.22
H 0.88983 -3.32206 -1.85830 -0.49 1.34 0.42 0.22
H 1.76273 -0.17047 2.54919 1.58 0.90 -0.04 0.21
H 3.24321 0.45547 1.48753 -0.90 -0.53 0.69 0.21
H 2.75032 1.44368 2.81320 -0.41 -0.49 0.50 0.22
H -2.71445 2.53627 -1.68818 0.08 -0.69 0.49 0.20
H -1.76183 3.33174 -2.95259 0.21 -0.73 1.60 0.18
H -1.81506 4.09000 -1.30974 0.11 -2.13 -0.67 0.19
H -4.70656 -1.39916 0.57513 -1.94 -0.60 -0.41 0.20
H -3.61908 -2.36277 1.67132 -0.52 -0.55 0.73 0.20
H -3.08219 -1.26609 0.48027 0.03 0.46 0.80 0.21
H 2.44389 -1.28155 -0.83080 0.60 -0.61 0.02 0.23
H 1.25423 -1.96722 0.32999 0.46 -0.92 1.82 0.22
H 1.90900 2.35836 0.77319 -1.34 -1.82 0.62 0.23
H 0.45080 1.79060 1.68693 0.10 -0.12 0.28 0.25
```
Forces are in eV/Å.

---

A 2-piece molecular cluster, C8H16OS overall, computed with ωB97M-V/def2-TZVPD.

Properties
Energy above the lowest of the compared OMol25 structures with the same formula, charge and spin (kcal per mole): 71.8
Structure (SMILES): CC(C)(C)C=S.C/C=C/O
Highest occupied orbital energy (eV): -8.58
Electronic energy (eV): -21435.445
Max |F| (hartree/bohr): 0.0940
Frontier orbital gap (eV): 8.477
LUMO energy (eV): -0.1070

The geometry in XYZ format:
```
26
Properties=species:S:1:pos:R:3:forces:R:3:nbo_charge:R:1
C -2.73225 -1.31971 0.58985 -2.85 0.82 -0.57 -0.60
C -2.13010 0.03501 0.32861 -1.62 0.96 0.26 -0.22
C -3.15644 0.88145 -0.45622 1.46 1.81 -1.08 -0.58
C -1.78674 0.82364 1.59114 0.50 2.07 -2.26 -0.57
C -0.99980 -0.04399 -0.54520 3.94 -1.05 -2.60 -0.19
S -0.49237 -1.42132 -1.32059 -0.30 1.33 0.57 0.01
H -3.68475 -1.20872 1.15796 0.17 0.23 -0.75 0.20
H -2.89106 -1.90682 -0.31878 -0.24 0.41 0.06 0.24
H -2.25039 -1.95883 1.21581 2.36 -1.56 1.79 0.22
H -3.95416 1.25674 0.09205 -1.17 0.73 2.10 0.22
H -2.70969 1.83972 -0.92563 -0.43 -1.72 0.46 0.21
H -3.72691 0.33435 -1.15177 0.08 -0.97 -1.56 0.22
H -2.54505 0.64556 2.25794 -2.00 -0.12 1.77 0.21
H -1.76453 1.95895 1.33751 0.32 -1.97 0.64 0.21
H -0.90326 0.45850 2.03475 1.33 -0.08 0.49 0.21
H -0.30231 0.84721 -0.76576 -1.54 -0.93 0.68 0.22
C 3.00340 -0.02573 -1.84939 0.37 1.32 2.55 -0.61
C 3.28541 -0.33916 -0.38135 0.22 1.32 -1.85 -0.32
C 4.39354 0.00720 0.20404 2.77 0.45 -0.72 0.16
O 4.69114 -0.29404 1.47765 2.86 1.51 -0.11 -0.68
H 2.15154 0.60504 -1.92870 -0.98 0.50 -0.09 0.20
H 2.80097 -0.88786 -2.36248 -0.37 -2.12 -1.54 0.21
H 3.80712 0.54376 -2.28663 0.56 -0.12 -0.13 0.21
H 2.61618 -0.62988 0.36886 -1.90 -1.03 0.22 0.18
H 5.29421 0.47611 -0.27532 -1.09 -0.47 0.29 0.17
H 3.98629 -0.67717 1.91163 -2.44 -1.35 1.37 0.47
```
Forces are in eV/Å.

---

One molecule with the formula C8H16OS, computed with ωB97M-V/def2-TZVPD.

Properties
Energy above the lowest of the compared OMol25 structures with the same formula, charge and spin (kcal per mole): 24.2
Highest occupied orbital energy (alpha / beta) (eV): -6.15 / -9.05
Spin multiplicity: 3
Electronic energy (eV): -21432.253
Max |F| (hartree/bohr): 0.0942
Frontier orbital gap (alpha / beta) (eV): 6.932 / 7.781
LUMO energy (alpha / beta) (eV): 0.7832 / -1.2719

The geometry in XYZ format:
```
26
Properties=species:S:1:pos:R:3:forces:R:3:nbo_charge:R:1
C 1.84706 0.04352 -0.52394 -1.08 1.18 0.56 0.04
C 0.57634 0.88404 0.00144 0.82 -1.05 -1.81 -0.15
C 1.65046 -1.08200 -1.46346 -1.32 0.89 -3.75 -0.69
C 3.24272 0.31235 -0.06436 0.51 0.56 -1.28 -0.69
C 0.70924 2.18134 0.68061 -3.05 1.39 0.91 -0.73
C -2.75379 -1.54796 -0.45721 -0.42 1.57 -0.81 -0.64
C -2.04869 -0.23354 1.61761 -3.40 2.93 -1.82 -0.68
C -1.64560 -0.83793 0.29747 2.83 -1.68 0.23 -0.32
O -1.80753 1.65947 -0.76239 -0.82 0.91 -0.28 -0.98
S -0.90995 0.51682 -0.96826 0.57 -0.61 2.45 1.22
H 1.93830 -1.95430 -1.00777 0.70 -2.51 1.37 0.21
H 0.59909 -1.31767 -1.95991 2.01 0.91 1.37 0.23
H 2.35081 -1.07727 -2.39289 -0.91 0.45 1.30 0.22
H 3.30694 0.92872 0.85800 0.02 -1.11 -0.12 0.23
H 3.87125 0.95595 -0.77723 -0.95 -0.58 0.33 0.22
H 3.77675 -0.67387 -0.15836 -0.16 0.90 1.01 0.23
H 1.06916 2.05898 1.69198 0.48 -0.20 0.39 0.23
H 1.25922 3.00841 0.24515 0.62 -0.20 -0.61 0.23
H -0.34557 2.70798 0.85878 1.84 -1.45 -0.61 0.26
H -3.22471 -2.24654 0.17596 -0.36 -1.17 0.78 0.22
H -3.61382 -0.86763 -0.75925 1.27 -0.42 0.19 0.22
H -2.34255 -2.04025 -1.33711 -0.22 -0.05 -0.08 0.22
H -2.17636 0.87781 1.29636 -0.21 -1.30 0.84 0.25
H -1.48712 -0.17082 2.50486 1.41 -0.67 0.64 0.23
H -3.11384 -0.54200 1.91016 1.47 0.26 -0.45 0.22
H -0.72779 -1.54361 0.49376 -1.66 1.03 -0.77 0.21
```
Forces are in eV/Å.

---

C8H16S4W as an isolated structure, computed with ωB97M-V/def2-TZVPD.

Properties
Total charge: +4
Highest occupied orbital energy (alpha / beta) (eV): -26.14 / -26.37
Spin multiplicity: 3
Electronic energy (eV): -53671.151
Max |F| (hartree/bohr): 0.0264
Frontier orbital gap (alpha / beta) (eV): 7.462 / 7.988
LUMO energy (alpha / beta) (eV): -18.6744 / -18.3794

The geometry in XYZ format:
```
29
Properties=species:S:1:pos:R:3:forces:R:3:nbo_charge:R:1
W 0.00000 0.00000 0.28760 0.00 0.00 1.36 1.29
C -1.27360 2.16720 -1.85730 -0.33 0.20 -0.33 -0.52
C -2.55960 1.56330 -1.31760 -0.16 0.57 0.11 -0.55
S -2.34520 -0.05290 -0.48120 0.93 -0.04 -0.59 0.50
C -2.16720 -1.27360 -1.85730 -0.20 -0.33 -0.33 -0.52
C -1.56330 -2.55960 -1.31760 -0.57 -0.16 0.11 -0.55
S 0.05290 -2.34520 -0.48120 0.04 0.93 -0.59 0.50
C 1.27360 -2.16720 -1.85730 0.33 -0.20 -0.33 -0.52
C 2.55960 -1.56330 -1.31760 0.16 -0.57 0.11 -0.55
S 2.34520 0.05290 -0.48120 -0.93 0.04 -0.59 0.50
C 2.16720 1.27350 -1.85730 0.20 0.33 -0.33 -0.52
C 1.56330 2.55960 -1.31760 0.57 0.15 0.11 -0.55
S -0.05290 2.34520 -0.48120 -0.04 -0.93 -0.59 0.50
H -1.51050 3.17260 -2.23900 0.19 -0.05 0.18 0.34
H -0.82060 1.60690 -2.68220 0.02 0.01 0.20 0.26
H -3.30640 1.45920 -2.11420 0.05 -0.20 0.03 0.34
H -3.01390 2.22230 -0.56780 -0.04 -0.17 0.06 0.32
H -1.60690 -0.82060 -2.68220 -0.01 0.02 0.20 0.26
H -3.17260 -1.51050 -2.23900 0.05 0.19 0.18 0.34
H -1.45920 -3.30640 -2.11420 0.20 0.05 0.03 0.34
H -2.22230 -3.01390 -0.56780 0.17 -0.04 0.06 0.32
H 0.82060 -1.60690 -2.68220 -0.02 -0.01 0.20 0.26
H 1.51050 -3.17260 -2.23900 -0.19 0.05 0.18 0.34
H 3.30640 -1.45920 -2.11420 -0.05 0.20 0.03 0.34
H 3.01390 -2.22230 -0.56780 0.04 0.17 0.06 0.32
H 1.60690 0.82060 -2.68220 0.01 -0.02 0.20 0.26
H 3.17260 1.51050 -2.23900 -0.05 -0.19 0.18 0.34
H 1.45920 3.30640 -2.11420 -0.20 -0.05 0.03 0.34
H 2.22230 3.01390 -0.56780 -0.17 0.04 0.06 0.32
```
Forces are in eV/Å.

---

A 2-piece molecular cluster, C8H16Si overall, computed with ωB97M-V/def2-TZVPD.

Properties
Energy above the lowest of the compared OMol25 structures with the same formula, charge and spin (kcal per mole): 118.5
Highest occupied orbital energy (eV): -7.93
Electronic energy (eV): -16428.436
Max |F| (hartree/bohr): 0.1312
Frontier orbital gap (eV): 8.737
LUMO energy (eV): 0.8083

The geometry in XYZ format:
```
25
Properties=species:S:1:pos:R:3:forces:R:3:nbo_charge:R:1
C 0.91338 -0.74512 1.57339 0.78 1.78 1.33 0.02
C 2.14985 -0.56083 2.10883 -6.16 -0.82 -2.64 -0.43
C -0.18557 -1.60460 1.14156 1.34 -0.50 -3.06 -0.29
C -0.31372 -0.07883 1.08422 3.41 -0.91 -4.81 -0.48
C -1.02568 -2.44980 2.03382 1.21 -4.16 -0.10 -0.60
C -1.81647 0.50067 -2.00717 -0.09 1.48 4.71 -1.09
C 1.32812 0.37794 -2.13919 -5.01 -2.29 -0.56 -1.09
C 0.04146 2.95754 -0.68314 -2.33 -2.16 -2.67 -1.09
Si -0.18677 1.09913 -1.15763 -0.10 -2.00 2.12 1.51
H 2.49251 0.34054 2.31993 1.50 4.06 0.74 0.18
H 2.70600 -1.34886 2.26950 2.91 -3.98 1.08 0.18
H 0.17228 -1.99313 0.11087 -1.25 0.00 1.52 0.21
H -0.91056 0.46003 1.67537 -2.32 1.75 2.45 0.19
H -1.39773 -1.80892 2.75593 -0.98 0.95 1.77 0.21
H -0.43029 -3.34818 2.57779 -0.97 2.23 -1.10 0.20
H -1.86384 -3.04227 1.56675 0.72 1.12 0.03 0.22
H -2.73183 0.91521 -1.50393 0.84 0.21 -0.74 0.24
H -1.76537 0.67204 -2.99175 -0.19 0.80 -3.79 0.22
H -1.96099 -0.51950 -1.82264 0.32 -1.81 0.15 0.24
H 0.85362 -0.13259 -3.10572 1.42 0.88 2.11 0.24
H 1.95088 1.12701 -2.36411 2.42 2.84 -1.23 0.22
H 1.82466 -0.27562 -1.46858 0.49 -1.12 0.31 0.25
H -1.01872 3.21936 -0.45754 1.13 0.58 0.07 0.24
H 0.71281 2.87694 0.10080 1.16 0.54 1.68 0.24
H 0.46195 3.36188 -1.61737 -0.27 0.52 0.62 0.24
```
Forces are in eV/Å.

---

C8H17BF5NO10S2Zr as an isolated structure, computed with ωB97M-V/def2-TZVPD.

Properties
Total charge: -3
Highest occupied orbital energy (alpha / beta) (eV): 3.23 / 3.23
Spin multiplicity: 2
Electronic energy (eV): -67742.130
Max |F| (hartree/bohr): 0.1480
Frontier orbital gap (alpha / beta) (eV): 2.796 / 2.792
LUMO energy (alpha / beta) (eV): 6.0260 / 6.0223

The geometry in XYZ format:
```
45
Properties=species:S:1:pos:R:3:forces:R:3:nbo_charge:R:1
Zr -27.86435 1.94056 5.56837 0.67 -1.18 7.49 2.22
N -28.55803 1.10451 3.83686 1.95 -0.71 -2.27 -1.24
S -29.88508 0.50255 3.17771 -3.05 -0.45 -0.18 2.30
O -30.21798 -0.89659 3.42031 0.13 0.97 0.02 -0.94
O -30.46338 1.23645 2.07060 0.05 -0.30 -0.63 -0.96
F -30.80829 1.26400 4.30240 -0.09 -0.56 0.48 -0.55
S -27.72707 0.41200 2.44465 -0.91 -2.21 1.22 2.23
O -27.82613 1.16596 1.26376 0.36 1.76 -2.63 -0.97
O -27.44911 -1.02281 2.38275 0.60 0.44 0.48 -0.98
F -26.27730 0.93564 2.93875 0.45 0.12 0.68 -0.54
B -29.13148 3.76445 5.90506 -0.92 1.32 0.13 -0.73
H -29.55264 4.75758 5.92828 -1.79 3.31 -0.04 0.02
H -28.07803 3.90544 5.71907 4.43 1.01 -0.87 0.00
H -29.19594 3.23998 6.84582 -0.22 -2.07 3.40 0.14
H -29.49088 3.11001 5.12609 -1.80 -2.31 -3.34 0.01
O -27.03648 2.38965 7.90993 2.85 0.71 -3.28 -0.83
C -25.58514 2.59814 7.77001 -1.51 -1.68 0.12 -0.10
C -24.86994 2.87464 6.36818 -2.82 0.20 -0.26 -0.06
O -25.76285 2.58761 5.30317 -1.64 -0.62 0.30 -0.91
H -25.15656 1.63163 8.03509 0.45 -0.58 0.46 0.10
H -25.23344 3.28413 8.54061 0.17 0.59 0.08 0.12
H -23.99342 2.25037 6.19467 0.52 -0.12 0.50 0.11
H -24.59358 3.92697 6.30240 0.33 0.41 -0.02 0.12
O -29.17871 0.60834 6.75532 1.08 1.19 -1.01 -0.88
C -30.38932 0.23885 7.39741 0.35 0.70 0.57 -0.06
C -30.84703 0.90768 8.80903 1.89 2.52 0.64 -0.06
O -29.91830 1.56994 9.65768 -1.19 -1.74 -1.11 -0.97
H -30.44131 -0.82093 7.64695 0.84 -0.68 -0.15 0.11
H -31.17690 0.33609 6.65018 -0.54 0.41 0.01 0.13
H -31.46892 0.18830 9.34178 -0.02 -1.45 0.28 0.05
H -31.63241 1.63946 8.61993 -0.59 0.75 -0.99 0.06
C -22.78013 -1.69886 5.44746 -0.19 0.07 -0.04 -0.62
C -24.08362 -0.91503 5.56195 1.82 1.26 1.53 -0.08
O -25.11997 -1.85568 5.58745 -1.64 -1.47 -1.05 -0.50
C -26.41424 -1.50888 5.57546 -1.00 4.09 0.51 0.75
O -26.78902 -0.31802 5.62221 1.32 -4.48 -0.44 -0.53
C -27.43068 -2.76123 5.69837 -1.57 2.98 -0.34 0.92
F -28.28484 -2.82634 4.64285 1.38 -0.13 1.00 -0.29
F -26.80147 -3.89032 5.85722 0.75 -1.33 -0.16 -0.32
F -28.18724 -2.54457 6.79317 0.57 -0.17 -0.49 -0.30
H -22.81576 -2.17863 4.46937 0.26 -0.50 0.18 0.21
H -22.63454 -2.38157 6.28461 -0.25 -0.39 -0.25 0.20
H -21.89365 -1.06484 5.46398 -0.21 0.42 -0.11 0.20
H -24.01441 -0.11326 4.82677 -1.29 -0.30 -0.52 0.22
H -24.12491 -0.39748 6.52036 0.01 0.22 0.10 0.20
```
Forces are in eV/Å.

---

Q: Look up the max |F| of the second one.
A: 0.0940 hartree/bohr

---

Q: Which of these has the highest electronic energy?
A: C8H16Si